1) DFT (ωB97M-V/def2-TZVPD) results for the molecule C6H11NO3S.

Geometry (Å):
C 2.2498 2.5186 0.4098
O 1.1250 1.6827 0.1942
C 1.5294 0.4521 -0.0668
N 2.7140 0.0413 -0.1796
S 2.7759 -1.6482 -0.5182
C 1.0394 -2.0770 -0.6640
C 0.2130 -0.8185 -0.2439
O -0.3347 -0.8507 0.9741
C -1.4835 -1.7382 1.0835
O -0.6697 -0.4647 -1.3071
C -1.4017 0.7615 -1.0532
H 2.0300 3.5000 0.8821
H 2.5879 2.6890 -0.5434
H 2.9688 1.9445 0.8915
H 0.9199 -3.0866 -0.2162
H 0.8891 -2.3278 -1.7537
H -1.1521 -2.7753 1.3371
H -2.0409 -1.8461 0.2099
H -2.0731 -1.3917 1.9696
H -0.8813 1.5750 -0.6713
H -2.4196 0.5737 -0.5793
H -1.5919 1.1950 -2.1338

## Properties
M ... 177.23 g/mol
Orbital gap ... 8.8072 eV
Net charge ... 0

Here are the natural (NBO) charges for atoms 1 to 6, given in e: C -0.26; O -0.49; C 0.53; N -0.65; S 0.40; C -0.65

---

2) DFT (ωB97M-V/def2-TZVPD) results for the molecule C6H11NO3S.

Geometry (Å):
C -2.6837 0.3560 0.0128
C 0.7643 0.3588 -1.0298
C -1.5418 -0.2759 -0.7994
C 0.8281 -0.3840 0.3588
C 0.7774 0.7304 1.4107
C 2.1674 -1.2071 0.4627
N -0.6363 0.7907 -1.2176
O -2.5693 1.6526 0.3247
O -3.4835 -0.3684 0.4938
O -0.1990 -2.5359 -0.3737
S -0.7225 -1.4469 0.4270
H 1.4549 1.2913 -0.9811
H 1.1011 -0.2574 -1.8338
H -1.9987 -0.9387 -1.4739
H 0.2106 0.2319 2.3515
H 0.0872 1.6365 1.0733
H 1.7498 1.1641 1.7060
H 2.2550 -1.4232 1.4803
H 2.8995 -0.4246 0.1590
H 2.1153 -2.0581 -0.2861
H -1.8927 2.0445 -0.1230
H -0.6832 1.0634 -2.1422

## Properties
M ... 177.23 g/mol
Orbital gap ... 10.0286 eV
Net charge ... 0

Here are the natural (NBO) charges for atoms 1 to 6, given in e: C 0.76; C -0.23; C -0.37; C -0.21; C -0.65; C -0.62

---

Relative stability in kJ/mol, measured from the most stable structure: 1) 162.2; 2) 0.0

---

1) DFT (ωB97M-V/def2-TZVPD) results for a cluster of 2 separate species, H4N3P in total.

Geometry (Å):
N -0.1041 -0.8973 2.8587
N -0.6694 -0.0438 2.4096
N 0.1689 -0.0505 -0.1785
P -1.8312 1.0110 2.0740
H -0.5801 -0.0837 -0.9043
H 1.0932 -0.0036 -0.7348
H -0.8229 1.7711 1.4375
H 0.0762 -0.9199 0.4162

## Properties
M ... 77.03 g/mol
Orbital gap ... 8.5477 eV
Net charge ... 0

Here are the natural (NBO) charges for atoms 1 to 6, given in e: N 0.02; N -0.23; N -1.11; P 0.21; H 0.37; H 0.37

---

2) DFT (ωB97M-V/def2-TZVPD) results for a structure of composition H4N3P.

Geometry (Å):
N 3.2628 -0.1593 -0.4962
N 2.9010 0.7403 0.5878
N 2.1470 -0.3418 0.0804
P 0.6969 -0.9886 0.3138
H -1.8684 0.0823 0.1764
H 2.5566 1.6396 0.2168
H 0.8963 -1.9307 -0.7128
H -2.5504 -0.1968 0.4493

## Properties
M ... 77.03 g/mol
Orbital gap (alpha / beta) ... 8.1292 / 8.1243 eV
Net charge ... 0

Here are the natural (NBO) charges for atoms 1 to 6, given in e: N -0.11; N -0.33; N -0.26; P 0.43; H -0.01; H 0.32

---

Relative stability in kJ/mol, measured from the most stable structure: 1) 0.0; 2) 404.1

---

1) DFT (ωB97M-V/def2-TZVPD) results for a cluster of 2 separate species, CH2N2OS in total.

Geometry (Å):
C 1.1544 -0.6982 0.1864
N 1.8920 -1.5764 0.0347
N -0.9410 0.4903 -1.1029
O 0.5204 1.7152 0.6311
S -0.0725 0.5164 0.1382
H -1.3317 -0.4249 -1.5281
H -1.2215 -0.0222 1.6406

## Properties
M ... 90.11 g/mol
Orbital gap ... 9.0802 eV
Net charge ... 0

Here are the natural (NBO) charges for atoms 1 to 6, given in e: C -0.09; N -0.18; N -1.07; O -0.86; S 1.83; H 0.43

---

2) DFT (ωB97M-V/def2-TZVPD) results for the molecule CH2N2OS.

Geometry (Å):
C 1.2332 -0.5749 -0.7382
N 1.5433 -1.1262 -1.6907
N -0.9238 -0.0861 0.7248
O 0.3415 1.8379 -0.4755
S 0.5526 0.6544 0.4436
H -0.9684 -1.0424 1.1205
H -1.7783 0.3374 0.6156

## Properties
M ... 90.11 g/mol
Orbital gap ... 10.5720 eV
Net charge ... 0

Here are the natural (NBO) charges for atoms 1 to 6, given in e: C -0.06; N -0.26; N -1.08; O -0.88; S 1.45; H 0.41

---

Relative stability in kJ/mol, measured from the most stable structure: 1) 297.3; 2) 0.0

---

1) DFT (ωB97M-V/def2-TZVPD) results for a structure of composition C3H3N2O3.

Geometry (Å):
C -1.8873 0.7935 0.2001
C -0.3987 -0.9576 0.2602
C 1.6638 0.0418 -0.2839
N -0.7896 1.4827 0.1504
N 0.4286 0.0425 0.4228
O -1.6972 -0.6650 0.3656
O -3.0511 1.1618 0.1015
O -0.0737 -2.1299 0.1138
H 2.1624 1.1090 -0.2401
H 2.1828 -0.7234 0.1586
H 1.4600 -0.1554 -1.2490

## Properties
M ... 115.07 g/mol
Orbital gap ... 8.6647 eV
Net charge ... -1

Here are the natural (NBO) charges for atoms 1 to 6, given in e: C 0.73; C 0.83; C -0.40; N -0.43; N -0.37; O -0.53

---

2) DFT (ωB97M-V/def2-TZVPD) results for the ion C3H3N2O3 with charge -1.

Geometry (Å):
O 1.6118 1.4236 0.6779
C 2.1636 0.4581 0.1622
O 3.2713 0.2360 -0.2964
N 1.1901 -0.8157 0.0860
N -0.0341 -0.6199 0.7339
C -0.9351 0.2212 0.2372
C -1.3972 0.9558 -0.8060
O -2.1228 0.6925 0.6047
H 1.1922 -0.9650 -0.9338
H -0.1614 -1.3368 1.4345
H -1.1723 2.0638 -0.9659

## Properties
M ... 115.07 g/mol
Orbital gap ... 8.1102 eV
Net charge ... -1

Here are the natural (NBO) charges for atoms 1 to 6, given in e: O -0.76; C 0.87; O -0.75; N -0.59; N -0.42; C 0.54

---

3) DFT (ωB97M-V/def2-TZVPD) results for a structure of composition C3H3N2O3.

Geometry (Å):
C 0.3448 -1.8086 -0.9950
C 1.8306 -0.9188 -0.1407
C 0.9404 0.3824 -0.1227
N -0.2918 0.2514 -0.4540
N -0.5529 -0.9683 -1.0586
O 2.8337 -1.4323 0.2549
O 1.4987 1.3656 0.4403
O -2.6301 2.1288 1.2290
H 0.2983 -2.7477 -1.3816
H -2.3177 1.5221 1.6841
H -1.9539 2.2253 0.5442

## Properties
M ... 115.07 g/mol
Orbital gap ... 7.5382 eV
Net charge ... -1

Here are the natural (NBO) charges for atoms 1 to 6, given in e: C -0.13; C 0.53; C 0.45; N -0.50; N -0.27; O -0.53

---

Relative stability in kJ/mol, measured from the most stable structure: 1) 0.0; 2) 226.0; 3) 211.8